Record 1
This record from OMol25 describes one molecule with the formula H2N2 in a non-equilibrium geometry. The level of theory is wB97M-V/def2-TZVPD.

Values from the calculation:
Frontier orbital gap = 10.46 eV
Largest force on an atom = 1.558 eV/A
E = -110.6407 a.u.
Lowest unoccupied orbital energy = 0.72 eV
HOMO energy = -9.74 eV
ΔE to the lowest compared entry with this formula, charge and spin = 0.028 eV
Spin multiplicity = 1

Element x y z (Å)
H1 1.00 0.48 0.02
N1 0.65 -0.47 0.00
N2 -0.60 -0.48 0.00
H2 -1.04 0.46 -0.02

Record 2
This record from OMol25 describes a 2-piece molecular cluster, C3H11N2S overall in a non-equilibrium geometry. The level of theory is wB97M-V/def2-TZVPD.

Values from the calculation:
Charge = +1
Frontier orbital gap = 9.42 eV
Largest force on an atom = 3.654 eV/A
E = -628.3183 a.u.
Lowest unoccupied orbital energy = -3.81 eV
HOMO energy = -13.22 eV
ΔE to the lowest compared entry with this formula, charge and spin = 1.601 eV
Spin multiplicity = 1

Element x y z (Å)
C1 2.16 -0.31 1.07
C2 2.40 -0.58 -0.40
S1 0.85 -1.01 -1.34
H1 1.80 0.74 1.00
H2 3.04 -0.34 1.68
H3 1.31 -0.91 1.37
H4 2.76 0.11 -1.16
H5 3.01 -1.49 -0.45
H6 1.23 -0.50 -2.47
N1 -1.39 -0.15 0.35
C3 -2.21 0.67 -0.25
N2 -3.42 1.05 0.12
H7 -1.23 -0.23 1.34
H8 -0.48 -0.40 -0.21
H9 -2.05 1.01 -1.27
H10 -4.23 1.19 -0.48
H11 -3.56 1.16 1.11